Computed, not measured: 4 unconnected molecules or ions with the total composition C39H67BF11N6O8S3, with wB97M-V/def2-TZVPD.

The geometry in XYZ format:
```
135
Properties=species:S:1:pos:R:3:mulliken_charge:R:1
C 1.0123 -0.6749 1.6795 -0.70
C 2.2173 0.3741 2.0372 0.55
N 3.5165 -0.1488 1.9972 -0.69
C 2.0808 1.9374 2.4818 -0.41
C 1.6936 2.9994 1.3106 1.84
C 0.1225 3.3346 0.9575 -1.06
C -0.8948 2.0545 1.0319 -0.10
C -2.4407 2.6728 0.9043 -0.58
S -3.0368 2.7813 -0.8868 -0.05
C -4.8501 2.1820 -0.9457 -0.08
S -5.0634 0.4927 -0.6655 -0.20
N -5.9931 3.1417 -1.2332 -0.03
C -5.9386 4.3669 -0.3300 -0.32
C -7.1091 5.4885 -0.7333 -0.40
O -8.1356 4.8927 -1.6263 -0.40
C -8.5749 3.6467 -0.9757 -0.44
C -7.3497 2.5234 -0.9618 -0.52
O 2.1139 4.2962 1.9417 -0.63
B 3.2404 5.0056 1.2371 -0.10
C 2.9981 6.6129 0.9202 -0.32
C 1.5540 7.1526 1.4736 -0.06
C 1.1772 8.6960 1.0417 0.73
F 0.0911 9.2964 1.9061 -0.34
F 2.4018 9.4999 1.4282 -0.33
C 0.9835 8.9614 -0.5524 0.69
F 2.2602 8.8595 -1.3546 -0.22
F 0.5820 10.4126 -0.6894 -0.29
S -0.2955 7.9627 -1.4458 1.19
F -1.1790 7.5374 -0.0503 -0.33
F 0.6270 6.5219 -1.4756 -0.21
F 0.4673 8.4021 -2.9502 -0.36
F -1.2670 9.3969 -1.6197 -0.36
F -1.4893 7.1440 -2.3760 -0.32
N 4.4248 4.5652 2.0682 0.21
C 4.3664 5.0299 3.5016 0.48
O 4.0265 6.2415 3.9461 -0.47
F 4.7682 4.0131 4.5449 -0.31
C 5.7566 4.8087 1.4061 0.50
O 6.1139 5.8578 0.6633 -0.49
F 6.8231 3.7692 1.6623 -0.32
O 3.0796 4.4221 -0.1421 -0.26
C 2.4757 3.0482 -0.1174 -0.76
C 3.7824 2.1161 -0.4205 0.54
C 4.3462 2.3202 -1.9827 0.02
C 5.1350 3.6785 -2.5004 -0.17
C 5.6527 3.9053 -4.0594 -0.59
C 5.4146 2.7432 -5.2045 -0.40
C 4.6676 1.3638 -4.7223 -0.53
C 4.1457 1.1380 -3.1492 0.55
C 3.4278 -0.3228 -2.8572 -0.80
H 0.6131 -0.5699 0.5704 0.01
H 0.0962 -0.3876 2.3847 0.17
H 1.3151 -1.7780 1.9659 0.24
H 3.4133 -1.1528 1.6932 0.33
H 3.1143 2.2779 2.9407 0.09
H 1.2388 2.0064 3.3158 0.33
H -0.2284 4.2206 1.6757 0.40
H 0.0332 3.7798 -0.1457 0.08
H -0.8087 1.5837 2.0998 0.10
H -0.6796 1.2546 0.1819 0.16
H -3.1760 1.9370 1.4556 0.39
H -2.4042 3.7516 1.3797 0.31
H -4.9052 4.9502 -0.3934 0.20
H -6.1763 4.0541 0.7783 0.26
H -6.6052 6.3594 -1.3667 0.29
H -7.5741 6.0094 0.2174 0.27
H -8.7845 3.8930 0.1659 0.24
H -9.5607 3.2048 -1.4369 0.29
H -7.5802 1.7704 -1.8588 0.35
H -7.4281 1.9794 0.0795 0.33
H 3.1739 6.7502 -0.2329 0.13
H 3.8573 7.1988 1.5062 0.23
H 0.6888 6.3685 1.2480 -0.27
H 1.6400 7.1664 2.6645 0.34
H 1.8722 3.0516 -1.1251 -0.07
H 4.6771 2.3173 0.3441 0.07
H 3.4396 0.9730 -0.3897 -0.11
H 5.3342 4.5800 -1.7583 0.13
H 6.1867 4.8976 -4.4300 0.27
H 5.7162 2.8341 -6.3350 0.25
H 4.4957 0.5035 -5.5216 0.15
H 4.0211 -0.8525 -1.9668 0.19
H 2.2830 -0.2270 -2.5849 0.16
H 3.5703 -1.0389 -3.7945 0.31
C 2.6583 -7.3711 2.0423 -1.46
C 2.4180 -6.3366 0.9463 0.46
C 2.8054 -4.8935 1.3476 -0.88
O 1.8944 -4.2602 2.2502 -0.12
C 2.0150 -4.6856 3.6009 -0.70
N 1.0156 -6.4147 0.5139 -0.48
H 1.8812 -7.3717 2.8098 0.22
H 2.6651 -8.3810 1.6121 0.36
H 3.6261 -7.2151 2.5293 0.38
H 3.0538 -6.6163 0.0950 0.49
H 2.7953 -4.2769 0.4414 0.28
H 3.8303 -4.8468 1.7425 0.50
H 3.0535 -4.8817 3.8796 0.37
H 1.3958 -5.5673 3.7688 0.09
H 1.6256 -3.8906 4.2444 0.25
H 0.8878 -5.8026 -0.2931 0.05
H 0.4466 -5.9727 1.2427 0.20
C -2.4066 -6.2663 -3.3841 -1.41
C -1.6431 -4.9456 -3.3399 0.19
C -0.9158 -4.5950 -4.6596 -0.65
O 0.2677 -5.3581 -4.9099 -0.37
C 0.0271 -6.6795 -5.3744 -0.64
N -0.7107 -4.9698 -2.2041 -0.51
H -1.7613 -7.1394 -3.2651 0.29
H -3.1340 -6.3084 -2.5630 0.33
H -2.9626 -6.3714 -4.3211 0.36
H -2.3817 -4.1528 -3.1582 0.36
H -0.5834 -3.5525 -4.5952 0.35
H -1.5963 -4.6502 -5.5213 0.40
H -0.8384 -6.7306 -6.0400 0.29
H -0.0959 -7.3542 -4.5267 0.22
H 0.9114 -7.0128 -5.9264 0.25
H -0.2851 -4.0466 -2.1107 0.22
H 0.0762 -5.5711 -2.4681 0.34
C -2.2316 -8.2802 2.2605 -1.32
C -2.4304 -7.0066 3.0777 0.52
C -3.6884 -7.0267 3.9780 -0.82
O -4.9253 -6.8619 3.2790 -0.38
C -5.3743 -8.0253 2.5975 -0.61
N -2.4401 -5.8517 2.1688 -0.56
H -2.8694 -8.3260 1.3751 0.25
H -1.1975 -8.3367 1.8967 0.26
H -2.4157 -9.1727 2.8668 0.35
H -1.5601 -6.9111 3.7415 0.24
H -3.6252 -6.1753 4.6654 0.37
H -3.7203 -7.9292 4.6050 0.41
H -5.1472 -8.9400 3.1511 0.29
H -4.9409 -8.0601 1.5975 0.20
H -6.4596 -7.9516 2.4764 0.25
H -2.4600 -4.9969 2.7265 0.27
H -3.3466 -5.8473 1.6907 0.27
```

Output
Kohn-Sham gap = 5.94 eV
net charge = -1
E_LUMO = -0.0198 eV

=====

Computed, not measured: 10 unconnected molecules or ions with the total composition C39H67F2NO14S6, with wB97M-V/def2-TZVPD.

The geometry in XYZ format:
```
129
Properties=species:S:1:pos:R:3:mulliken_charge:R:1
C 0.3359 0.1044 0.2200 1.25
C 0.8259 -0.3726 -1.0420 -0.30
O 0.3149 -1.2426 -1.6110 -0.47
N 2.0499 0.3764 -1.7060 0.71
H 2.2129 1.1344 -1.1940 -0.13
H 2.9239 -0.1556 -1.7160 0.43
C 1.9009 0.6094 -3.0750 -1.37
H 0.8939 -0.2456 1.0860 0.23
H -0.6421 -0.4166 0.2680 -0.36
H 0.3559 1.1384 0.2660 -0.53
H 1.8339 -0.3056 -3.5940 0.63
H 2.9189 1.0844 -3.4500 0.17
H 1.0849 1.0484 -3.3490 0.54
O 2.6729 2.5644 -0.6170 -0.88
H 3.0919 3.2924 -0.5230 0.00
F 5.0369 0.8554 -1.7900 -0.16
C 6.3099 1.4664 -1.9290 0.23
C 7.2789 0.7804 -2.6240 -0.40
C 8.3749 1.4684 -3.0690 -0.15
C 8.5819 2.8144 -2.8210 -0.55
C 7.5589 3.5104 -2.1020 -0.28
C 6.5059 2.7764 -1.5820 -0.01
H 7.2639 -0.3976 -2.9750 0.18
H 9.0539 0.8524 -3.7690 0.22
H 9.4539 3.2484 -3.2400 0.39
H 7.8479 4.6284 -1.9210 0.25
H 5.7829 3.4594 -0.9640 0.21
F -1.3561 -0.6186 -7.9580 -0.31
C -1.3541 -1.6356 -7.1850 0.46
C -2.4051 -2.5276 -7.4060 -0.36
C -2.5801 -3.6116 -6.4030 -0.41
C -1.7261 -3.7036 -5.3160 -0.37
C -0.6921 -2.7336 -5.1270 -0.11
C -0.4301 -1.7936 -6.0740 -0.44
H -2.9081 -2.5056 -8.3970 0.37
H -3.4671 -4.3616 -6.5460 0.27
H -1.7001 -4.3886 -4.4660 0.41
H 0.0109 -2.7816 -4.3270 0.35
H 0.1139 -0.7416 -6.0070 0.13
C -3.8881 0.6944 3.2650 -0.42
C -4.9691 -0.2076 3.6290 -0.80
C -4.8281 -1.4196 2.8330 -0.77
S -3.0291 -1.6156 2.5400 1.27
O -2.7281 -1.6456 1.1470 -0.31
O -2.6731 -2.7406 3.4500 -0.86
C -2.5711 0.0044 3.2420 -0.60
H -3.8491 1.7394 3.8270 0.37
H -4.3721 1.2064 2.3310 0.03
H -5.9391 0.2794 3.6260 0.41
H -4.8141 -0.3236 4.7310 0.26
H -5.2071 -1.1926 1.8910 0.23
H -5.4391 -2.2766 3.1570 0.42
H -1.8541 0.5014 2.7180 0.00
H -2.0781 0.0974 4.1310 0.73
C 2.2669 -3.2816 5.5340 -0.76
C 3.0999 -2.4226 4.4830 -0.74
C 2.7639 -1.1826 4.6980 -0.66
S 0.9899 -1.1366 4.7920 1.28
O 0.4649 -1.0106 3.4370 -0.33
O 0.5059 -0.2766 5.8090 -0.83
C 0.7319 -2.7916 5.2540 -0.16
H 2.4949 -3.1146 6.5630 0.36
H 2.4539 -4.4106 5.3830 0.32
H 3.0609 -2.6036 3.4490 0.23
H 4.1189 -2.6806 4.5870 0.47
H 3.1109 -0.4286 4.0810 0.55
H 3.1339 -0.8176 5.7060 0.30
H 0.3019 -3.1966 4.2890 -0.21
H 0.0729 -2.6446 6.1930 0.40
C -3.0931 -1.3996 -3.0920 0.16
C -2.7511 -0.1626 -2.2620 0.78
C -3.7331 0.7754 -2.3530 -0.62
S -5.2601 -0.1516 -2.3110 1.18
O -6.1841 0.5274 -3.1690 -0.74
O -5.6661 -0.3946 -0.9500 -0.61
C -4.6251 -1.6416 -3.0560 -0.93
H -2.7121 -2.3426 -2.8780 0.27
H -2.8611 -0.9936 -4.2440 -0.13
H -1.6911 0.1134 -2.4490 -0.28
H -2.7391 -0.2926 -1.2460 -0.48
H -3.6301 1.2904 -3.3410 0.35
H -3.8691 1.4284 -1.5050 0.23
H -5.0701 -1.8686 -4.0390 0.44
H -5.0721 -2.5466 -2.5400 0.37
C 2.4389 4.4594 2.9690 -1.45
C 1.8829 3.1254 2.6150 0.18
C 0.9789 2.6794 3.6230 1.05
S 1.9819 3.0334 5.0660 1.21
O 2.6479 1.8724 5.5470 -0.63
O 1.1469 3.8274 5.9850 -0.77
C 3.1069 4.0934 4.2800 -1.22
H 1.5499 5.1494 3.0640 0.24
H 2.9979 4.6864 2.2940 1.11
H 2.8479 2.3674 2.6370 0.21
H 1.3299 3.1114 1.5450 -0.74
H 0.8679 1.6374 3.3410 -0.74
H 0.1179 3.4164 3.5010 0.32
H 4.0419 3.8424 4.1300 0.54
H 2.9539 4.9714 4.6410 0.65
C -1.6911 4.2074 -1.9690 -1.37
C -2.6551 5.4114 -1.4270 -1.17
C -3.0661 4.8844 -0.0980 -0.72
S -1.6771 4.1824 0.6030 1.34
O -1.9351 2.9154 1.2040 -0.48
O -0.9521 5.2434 1.3040 -0.75
C -0.8721 3.7394 -0.8410 -0.37
H -1.0151 4.5234 -2.6840 0.57
H -2.3871 3.6754 -2.3220 0.28
H -3.4771 5.5044 -2.0580 0.51
H -2.1461 6.2734 -1.3320 0.45
H -3.8921 4.2584 -0.4040 0.34
H -3.4891 5.7614 0.3670 0.47
H -0.7041 2.7514 -1.1520 0.04
H -0.0801 4.1994 -1.0290 0.93
C 0.5189 -5.1866 -0.8920 -0.29
C 0.6109 -4.7076 0.5610 -0.01
C -0.5271 -4.1406 0.9460 0.39
S -1.8581 -5.1196 0.3140 1.23
O -2.9051 -4.4746 -0.4630 -0.61
O -2.1971 -6.1116 1.2640 -0.74
C -0.8661 -5.9216 -0.8330 -0.84
H 1.4369 -5.6306 -1.2440 0.61
H 0.3699 -4.4216 -1.6980 -0.39
H 1.5069 -3.9976 0.4260 0.20
H 1.0449 -5.7566 0.9150 0.24
H -0.7941 -3.3246 0.3350 -0.57
H -0.8381 -4.1726 2.0740 0.00
H -1.4021 -5.9206 -1.7440 0.53
H -0.6521 -7.0336 -0.6620 0.21
```

Output
Kohn-Sham gap = 7.71 eV
E_LUMO = -0.1819 eV

=====

Computed, not measured: 3 unconnected molecules or ions with the total composition C39H68F3N6O6PS, with wB97M-V/def2-TZVPD.

The geometry in XYZ format:
```
124
Properties=species:S:1:pos:R:3:mulliken_charge:R:1
C -2.6515 -0.0359 7.6028 -1.30
C -3.5300 -1.0414 6.8677 -0.16
O -3.5331 -0.6305 5.4763 -0.20
P -4.4189 -1.5639 4.5035 0.57
O -4.9121 -2.7823 5.1489 -0.84
C -3.3557 -1.8868 3.0684 -0.27
C -2.6749 -0.5702 2.6579 -0.97
C -1.7990 -0.6980 1.4212 -0.23
N -0.9692 0.5692 1.2724 -0.37
C 0.2275 0.3367 1.1762 0.44
S 1.7285 -0.0311 0.9363 -0.36
O -2.4370 -1.0654 0.2498 -0.64
C -3.5680 -0.2618 -0.1410 0.95
C -4.7862 -1.1711 -0.0138 0.12
C -5.8166 -0.7569 0.7970 -0.22
C -6.9197 -1.5794 0.9766 -0.61
C -6.8759 -2.7845 0.2929 -0.44
C -5.7999 -3.0636 -0.5193 -0.64
N -4.7195 -2.3059 -0.7196 -0.69
C -3.3818 0.1755 -1.6341 -0.47
C -2.7326 1.5827 -1.7005 -1.48
C -1.1967 1.5414 -1.8218 -0.89
C -0.5055 2.7708 -1.2912 0.72
F -0.9801 3.2227 -0.1199 -0.29
F -0.6514 3.7945 -2.1650 -0.32
F 0.8106 2.5519 -1.1180 -0.23
N -4.6403 0.2904 -2.3438 -0.21
N -5.4682 1.2854 -1.7351 -0.28
C -6.0961 2.0315 -2.5551 0.81
C -6.3937 3.4432 -2.1370 -1.36
C -6.5879 1.5435 -3.8992 -1.22
O -5.5706 -0.5925 3.9477 -0.08
C -6.6121 -0.3299 4.9010 -0.56
C -6.5049 1.0955 5.4864 -1.05
H -1.6075 -0.2013 7.3394 0.32
H -2.9038 0.9539 7.2213 0.32
H -2.8051 -0.0923 8.6769 0.38
H -3.1044 -2.0361 6.9711 0.35
H -4.5473 -1.0006 7.2513 0.27
H -3.9943 -2.3047 2.2917 0.03
H -2.6442 -2.6312 3.4262 0.46
H -3.4476 0.1928 2.5479 0.25
H -2.0285 -0.2368 3.4687 0.64
H -1.0868 -1.5001 1.6293 0.93
H -3.6838 0.6536 0.4336 0.65
H -5.7624 0.2007 1.2938 0.37
H -7.7474 -1.3329 1.6242 0.42
H -7.6774 -3.5025 0.3897 0.43
H -5.8192 -4.0046 -1.0649 0.43
H -2.6999 -0.4853 -2.1669 0.38
H -3.0014 2.2080 -0.8496 0.45
H -3.1044 2.1020 -2.5823 0.69
H -0.9517 1.5011 -2.8855 0.41
H -0.7751 0.6412 -1.3799 0.47
H -5.1006 -0.6050 -2.4659 0.40
H -5.6078 4.1149 -2.4792 0.24
H -6.3803 3.4492 -1.0457 0.33
H -7.3810 3.7671 -2.4615 0.44
H -7.4701 2.1089 -4.1945 0.41
H -6.9169 0.5128 -3.7749 0.32
H -5.8251 1.6137 -4.6732 0.26
H -7.5544 -0.3675 4.3541 0.33
H -6.6881 -1.0876 5.6787 0.52
H -6.5043 1.0693 6.5729 0.31
H -5.5825 1.5323 5.1046 0.27
H -7.3161 1.7194 5.1198 0.33
C 6.0516 -4.2508 0.8300 -1.71
C 5.2420 -3.7223 2.0495 1.89
C 5.0326 -2.2022 1.9645 -1.31
C 6.2192 -1.3484 2.4051 -0.67
C 6.7448 -1.8191 3.7584 -1.29
C 7.0868 -3.3084 3.7564 1.74
N 5.9256 -4.1373 3.3105 0.45
O 5.0532 -4.1785 4.2700 -0.59
C 8.3172 -3.5218 2.8533 -1.95
C 7.5537 -3.7341 5.1457 -1.80
C 3.8629 -4.3641 1.8994 -1.94
H 7.0038 -4.6935 1.1091 0.35
H 5.5200 -5.0548 0.3208 0.48
H 6.2485 -3.4674 0.0962 0.32
H 4.1810 -1.9265 2.5955 0.34
H 4.7501 -1.9296 0.9454 0.47
H 7.0093 -1.3707 1.6495 0.29
H 5.9055 -0.3051 2.4813 0.41
H 7.6290 -1.2392 4.0316 0.41
H 5.9939 -1.6086 4.5266 0.36
H 8.5811 -4.5792 2.7949 0.39
H 9.1757 -2.9915 3.2664 0.43
H 8.1898 -3.1466 1.8403 0.41
H 6.8152 -3.5190 5.9163 0.37
H 8.4633 -3.1964 5.4128 0.41
H 7.7755 -4.8023 5.1729 0.44
H 3.9151 -5.4469 2.0228 0.49
H 3.4750 -4.1554 0.9019 0.45
H 3.1409 -3.9734 2.6154 0.35
C 2.1675 3.1149 -3.6349 -1.73
C 2.0963 3.5800 -5.1176 1.99
C 1.4217 2.5196 -6.0030 -1.37
C 2.3134 1.3555 -6.4289 -0.47
C 3.6356 1.8705 -6.9908 -1.31
C 4.3502 2.8048 -6.0153 1.73
N 3.4683 3.9340 -5.5910 0.50
O 3.3736 4.7764 -6.5735 -0.61
C 4.8275 1.9726 -4.8091 -1.93
C 5.6350 3.3304 -6.6498 -1.82
C 1.1624 4.7891 -5.0975 -1.79
H 3.1852 3.0080 -3.2682 0.30
H 1.7211 3.8461 -2.9684 0.46
H 1.6548 2.1657 -3.4767 0.25
H 1.0559 3.0019 -6.9156 0.46
H 0.5365 2.1330 -5.4933 0.18
H 2.4840 0.6760 -5.5893 0.27
H 1.8000 0.7671 -7.1926 0.43
H 4.2853 1.0269 -7.2344 0.44
H 3.4449 2.3900 -7.9353 0.36
H 5.3180 2.6051 -4.0671 0.39
H 5.5535 1.2279 -5.1375 0.44
H 4.0322 1.4208 -4.3129 0.38
H 5.4535 3.8406 -7.5944 0.38
H 6.3132 2.5025 -6.8564 0.41
H 6.1464 4.0232 -5.9793 0.44
H 1.6043 5.6208 -4.5467 0.48
H 0.2297 4.5154 -4.6043 0.36
H 0.9101 5.1379 -6.0983 0.38
```

Output
Kohn-Sham gap (spin up / spin down) = 8.82 / 8.84 eV
multiplicity = 3
E_LUMO (spin up / spin down) = 0.4177 / 0.3007 eV